(1)
# C12Br4F5O2ReSSe3Te

A molecular structure, C12Br4F5O2ReSSe3Te in a non-equilibrium geometry (ωB97M-V/def2-TZVPD, the OMol25 dataset).

Calculated values
E_LUMO (alpha / beta), Eh: 0.02906 / 0.04329
Net charge: -1
Spin multiplicity: 2
ΔE to the lowest compared entry with this formula, charge and spin, kJ/mol: 39.8
Highest occupied orbital energy (alpha / beta), eV: -4.9110 / -4.8585

Each line ends with the Löwdin charge.
Geometry (Å):
Re -0.219 -0.893 -1.704  0.638
Te -2.176 -2.092 -4.738  0.245
Br 5.094 1.261 2.378  0.686
Br 2.388 2.619 0.952  0.753
Br 3.642 -3.737 -0.022  0.761
Br 5.769 -1.931 1.825  0.683
Se 0.156 -1.525 -5.508  -0.205
Se -1.518 -2.816 -2.411  -0.079
Se 0.966 -0.268 -3.705  0.101
S -1.963 0.701 -2.003  0.602
F -3.758 2.825 -0.995  0.086
F -4.551 3.278 1.532  0.116
F -3.722 1.654 3.549  0.119
F -2.079 -0.450 2.988  0.127
F -1.287 -0.925 0.467  -0.006
O 1.331 -2.016 -0.962  -0.313
O 0.877 0.522 -0.648  -0.308
C 4.225 -1.135 1.084  -0.761
C -3.323 1.424 2.295  -0.140
C -2.097 0.140 0.706  -0.206
C 3.952 0.215 1.298  -0.759
C 1.951 0.040 -0.058  -0.419
C -3.329 2.007 -0.031  -0.238
C -2.490 0.359 2.010  -0.141
C -2.477 0.949 -0.356  -0.496
C -3.743 2.248 1.264  -0.142
C 2.821 0.794 0.720  -0.644
C 2.209 -1.340 -0.243  -0.413
C 3.351 -1.904 0.313  -0.645


(2)
# C12F36N6O24S12

A molecular structure, C12F36N6O24S12 in a non-equilibrium geometry (ωB97M-V/def2-TZVPD, the OMol25 dataset).

Calculated values
E_LUMO, Eh: 0.30152
Net charge: -6
Highest occupied orbital energy, eV: 1.6665

Each line ends with the Löwdin charge.
Geometry (Å):
S 4.223 -5.864 -6.185  0.541
S 4.829 5.015 -1.256  0.585
S -9.731 -0.807 2.710  0.666
S 7.422 4.407 -1.107  0.677
S -5.375 -3.239 -2.556  0.567
S 1.549 -2.106 1.762  0.706
S 0.953 4.938 7.317  0.708
S 0.267 0.255 1.386  0.538
S 6.257 -4.646 -5.582  0.707
S -4.667 -5.714 -2.042  0.691
S -8.436 0.716 1.347  0.508
S 2.653 6.795 7.695  0.520
F 3.461 -1.802 -0.165  0.102
F -2.204 -6.629 -2.857  0.096
F -2.190 -4.563 -2.356  0.119
F 2.141 -7.055 -7.307  0.128
F 2.323 -3.654 -0.249  0.121
F 2.391 5.351 -2.094  0.110
F -11.049 -2.028 4.814  0.149
F -11.727 -0.028 4.415  0.086
F -2.017 0.617 0.018  0.128
F -7.475 3.021 2.160  0.128
F 7.974 3.318 -3.467  0.088
F 8.758 -5.745 -5.057  0.069
F -9.851 -0.412 5.414  0.092
F -2.329 -5.929 -0.707  0.142
F -0.297 1.279 -1.081  0.116
F -1.198 3.890 5.949  0.106
F -6.415 -2.285 -4.873  0.124
F 4.478 7.687 5.981  0.154
F 3.699 -8.437 -6.683  0.134
F 2.714 8.841 5.898  0.075
F -5.845 -0.836 -3.301  0.106
F 4.028 -7.225 -8.508  0.082
F 3.622 4.192 -3.459  0.094
F 2.657 6.895 4.958  0.127
F 8.821 2.077 -1.755  0.115
F 3.998 6.366 -3.337  0.085
F 7.064 -6.375 -3.636  0.113
F -1.037 2.507 0.452  0.109
F -1.472 5.894 6.685  0.115
F 8.025 -4.528 -3.486  0.150
F -9.016 3.087 0.588  0.093
F 6.662 2.079 -2.150  0.120
F -7.026 2.570 0.040  0.164
F -4.273 -1.831 -4.573  0.098
F -1.522 4.237 8.135  0.141
F 3.832 -3.448 1.248  0.171
O -10.781 -1.221 1.779  -0.335
O 1.412 1.050 1.702  -0.304
O 1.604 4.296 6.180  -0.298
O 2.963 7.820 8.603  -0.328
O 4.504 3.660 -0.669  -0.322
O 3.743 -6.167 -4.822  -0.324
O 6.992 -3.802 -6.556  -0.356
O -5.055 -7.091 -2.499  -0.394
O 2.387 -1.456 2.800  -0.355
O -9.262 0.356 0.202  -0.325
O 1.196 4.242 8.620  -0.372
O 3.745 -4.625 -6.838  -0.338
O -7.176 0.093 1.539  -0.274
O -6.758 -3.368 -2.015  -0.350
O 6.941 3.972 0.174  -0.311
O 4.514 6.127 -0.352  -0.334
O -5.066 -5.347 -0.724  -0.313
O 0.896 -3.331 2.249  -0.350
O -4.304 -2.718 -1.701  -0.311
O 3.616 5.641 7.791  -0.350
O -0.631 0.069 2.531  -0.343
O 8.658 5.229 -1.146  -0.379
O -8.515 -1.572 2.919  -0.298
O 5.359 -3.844 -4.679  -0.311
N 5.729 -6.038 -6.406  -0.317
N -4.960 -4.541 -3.327  -0.322
N -9.360 0.888 2.627  -0.284
N 0.596 -1.120 0.717  -0.310
N 1.112 6.679 7.432  -0.305
N 6.191 5.234 -2.024  -0.312
C 7.793 2.819 -2.215  -0.582
C 3.191 7.577 5.984  -0.672
C -2.698 -5.739 -1.967  -0.620
C -0.830 1.211 0.134  -0.643
C 2.932 -2.817 0.580  -0.684
C 3.641 5.270 -2.623  -0.633
C 3.456 -7.289 -7.271  -0.649
C -0.984 4.716 7.036  -0.621
C -5.497 -1.951 -3.983  -0.631
C 7.618 -5.395 -4.368  -0.628
C -7.902 2.490 1.015  -0.697
C -10.660 -0.854 4.428  -0.673


(3)
# C12H10

C12H10 in the gas phase in a non-equilibrium geometry (ωB97M-V/def2-TZVPD, the OMol25 dataset).

Calculated values
SMILES: C1=CC12/C=C\Cc1ccc2cc1
E_LUMO, Eh: 0.01475
ΔE to the lowest compared entry with this formula, charge and spin, kJ/mol: 768.4
Highest occupied orbital energy, eV: -7.2164

Each line ends with the Löwdin charge.
Geometry (Å):
C 0.103 -1.298 1.184  -0.042
C 1.844 -0.392 -0.020  -0.252
C -2.846 -0.095 0.594  0.068
C 0.556 1.663 0.153  -0.064
C 1.383 -0.951 1.219  -0.049
C -0.517 -1.130 -0.110  -0.222
C -0.714 1.256 0.169  -0.036
C 1.994 1.102 -0.153  -0.117
C 1.527 -1.051 -1.204  -0.029
C 0.183 -1.472 -1.165  -0.052
C -1.530 0.001 -0.112  -0.340
C -2.873 0.095 -0.697  0.067
H -1.278 2.105 0.464  0.088
H 0.531 2.678 0.633  0.107
H 1.991 -1.194 2.087  0.121
H 2.338 1.456 -1.157  0.123
H 2.012 -0.809 -2.166  0.124
H -0.502 -1.830 1.877  0.116
H -3.436 0.341 -1.457  0.048
H 2.592 1.600 0.603  0.097
H -0.126 -1.561 -2.241  0.139
H -3.231 -0.514 1.500  0.106